The following is a DFT calculation (ωB97M-V with the def2-TZVPD basis set) of a molecular structure, C55H55Br2N3O4SSnTe.

Geometry (Å):
Sn: 1.05285 0.14591 -1.40564
C: -4.01827 0.68577 4.65764
C: -2.78549 0.61242 3.79234
C: -1.64297 -0.05751 4.18868
C: -0.49889 -0.13026 3.39027
C: 0.73279 -0.73630 3.93669
O: 1.83529 -0.23515 3.81451
C: 0.62469 -2.02637 4.72864
C: 1.66664 -2.35995 5.59042
C: 1.63133 -3.53814 6.31815
C: 0.55324 -4.40581 6.18138
C: -0.47945 -4.08903 5.31144
C: -0.44519 -2.90195 4.59073
C: -0.48109 0.43225 2.06615
O: 0.47628 0.26378 1.25567
C: -1.64189 1.20694 1.72005
C: -2.74215 1.25426 2.54780
C: -1.63671 2.03328 0.47264
N: -0.93512 3.08172 0.32091
C: -0.03117 3.51786 1.36041
C: -0.62735 4.66774 2.17016
Te: -1.67671 6.15862 1.03609
C: -3.49165 5.08938 0.93239
C: -4.14533 4.66219 2.08433
C: -5.31700 3.92380 1.99206
C: -5.84890 3.60804 0.74860
C: -5.20611 4.03972 -0.40190
C: -4.03337 4.77793 -0.31066
C: -2.52780 1.64157 -0.66502
C: -2.53485 2.40394 -1.83424
C: -3.32809 2.03644 -2.90555
C: -4.10843 0.88592 -2.83979
C: -4.09341 0.11416 -1.69011
C: -3.31439 0.49814 -0.60572
H: -3.86755 0.14329 5.59279
H: -4.88692 0.24782 4.15719
H: -4.27901 1.71851 4.91007
H: -1.62117 -0.51596 5.17486
H: 2.50298 -1.67587 5.66028
H: 2.44698 -3.78681 6.98658
H: 0.52370 -5.33023 6.74586
H: -1.31270 -4.76969 5.18658
H: -1.23901 -2.66173 3.89738
H: -3.60574 1.83099 2.22365
H: 0.89098 3.84643 0.87177
H: 0.23110 2.72272 2.06694
H: 0.14506 5.20164 2.72425
H: -1.35525 4.28749 2.88718
H: -3.73932 4.89618 3.06136
H: -5.80856 3.58484 2.89639
H: -6.74977 3.01153 0.67819
H: -5.58992 3.76712 -1.37710
H: -3.51552 5.07425 -1.21359
H: -1.89201 3.27298 -1.88739
H: -3.30791 2.62692 -3.81408
H: -4.69346 0.57226 -3.69584
H: -4.65557 -0.81049 -1.64734
H: -3.28677 -0.12072 0.27941
C: 3.27912 -2.09175 0.63394
C: 3.84420 -2.06687 -0.75947
C: 4.78821 -3.04110 -1.15252
C: 5.34813 -2.97932 -2.39123
C: 4.99745 -1.93414 -3.27568
C: 5.53420 -1.76684 -4.57256
Br: 6.82270 -3.00207 -5.26333
C: 5.15085 -0.71611 -5.36027
C: 4.21435 0.20320 -4.89617
Br: 3.70746 1.63382 -6.03970
C: 3.59644 0.13459 -3.62800
O: 2.74426 0.95595 -3.20212
C: 4.04186 -1.00040 -2.81042
N: 3.48379 -1.10496 -1.57511
H: 3.00569 -3.10583 0.92690
H: 2.39977 -1.45387 0.72564
H: 4.03323 -1.73030 1.33930
H: 5.05796 -3.82839 -0.45889
H: 6.06686 -3.72284 -2.70998
H: 5.57061 -0.59696 -6.34978
C: -1.70974 -2.79159 0.48734
C: -1.20818 -3.67558 -0.65511
C: 0.28452 -3.94443 -0.49372
C: -1.61200 -3.14723 -2.01943
C: -2.74323 -3.71442 -2.59013
C: -3.17738 -3.39738 -3.86986
C: -2.36688 -2.54880 -4.61920
C: -1.23007 -1.94959 -4.10207
C: -0.36799 -1.15941 -5.07707
C: -0.46169 0.36072 -4.91988
C: 1.08403 -1.64127 -5.08401
C: -0.88808 -2.11134 -2.70467
N: 0.02513 -1.34324 -2.09770
H: -1.56195 -3.28343 1.45269
H: -2.77468 -2.58029 0.37000
H: -1.16270 -1.84564 0.49420
H: -1.70908 -4.64731 -0.56062
H: 0.82785 -3.00753 -0.43106
H: 0.68007 -4.50331 -1.34612
H: 0.46446 -4.52373 0.41931
H: -3.29296 -4.45427 -2.01075
H: -4.06836 -3.84759 -4.29172
H: -2.61572 -2.36042 -5.66179
H: -0.77385 -1.38805 -6.07072
H: -0.12806 0.67505 -3.93519
H: -1.49581 0.68898 -5.04763
H: 0.16242 0.86507 -5.66381
H: 1.54977 -1.46093 -4.11809
H: 1.66371 -1.11943 -5.85109
H: 1.13000 -2.71555 -5.28295
O: 5.55967 1.37332 -0.02041
S: 4.21491 2.03767 -0.07639
C: 4.47479 3.70913 0.64570
C: 4.15131 3.67547 2.14901
C: 4.06381 2.20502 2.56254
C: 3.33336 1.53201 1.41612
H: 3.85605 4.41573 0.09091
H: 5.52304 3.91342 0.43056
H: 3.18414 4.15346 2.32570
H: 4.89715 4.22128 2.73050
H: 3.53551 2.06138 3.50534
H: 5.06481 1.77721 2.65514
H: 2.29902 1.86912 1.32051
H: 3.31576 0.44715 1.45020

Its total charge is -2. The total energy is -234634.829 eV.